This record from OMol25 describes 6 unconnected molecules or ions with the total composition C45H78N3O15P at a distorted geometry. The level of theory is the ωB97M-V functional and the def2-TZVPD basis.

As for the HOMO-LUMO gap: 8.0 eV. Its HOMO energy is -7.556 eV. The value obtained for the lowest unoccupied orbital energy is 0.016 Ha. The calculation puts the relative energy (zero: lowest compared OMol25 entry of this formula, charge and spin) at 299.8 kcal/mol. Its structure (SMILES) is CCCCN[C@@H]1NC(=O)[C@@](CCCCOC(C)=O)(P(C)CC)[C@@]1(CCO)CCN(CC)C(C)=O.O=C1CCCO1.O=C1CCCO1.O=C1CCCO1.O=C1CCCO1.O=C1CCCO1.

Each line ends with the Löwdin charge.
CARTESIAN COORDINATES (ANGSTROEM)
C 4.4194 1.2085 4.8410  -0.145
C 2.8482 1.1015 5.3932  -0.252
C 1.8744 2.2649 4.7151  -0.178
C 1.0269 1.6830 3.3994  -0.195
N -0.3866 2.2199 3.4119  -0.061
C -0.6262 3.2944 2.3799  -0.290
N -1.3008 4.4251 3.1855  0.066
C -2.7583 4.2793 2.8105  -0.291
O -3.5561 5.1131 3.4772  -0.063
C -3.1284 3.0906 1.6924  -0.337
C -3.8603 1.7216 2.2167  -0.151
C -3.5218 1.2651 3.7463  -0.186
C -2.8682 -0.2586 3.8774  -0.163
C -3.9511 -1.4234 3.4420  -0.181
O -3.9303 -1.7609 2.0037  -0.122
C -2.9891 -2.8740 1.7512  -0.276
C -3.4521 -4.0436 0.6744  -0.008
O -1.7773 -3.0008 2.3216  -0.039
P -4.4172 4.0914 0.6231  0.932
C -6.0708 4.3144 1.5492  -0.325
C -4.8896 3.1023 -0.9668  -0.418
C -5.6346 1.6729 -0.6729  -0.177
C -1.5798 2.9732 1.0636  -0.253
C -1.0409 1.4477 0.6676  -0.081
C -1.7411 0.8589 -0.7184  -0.216
O -2.4899 -0.3929 -0.5229  -0.140
C -1.0764 4.1239 0.0112  -0.111
C 0.2173 3.7235 -0.9100  -0.182
N 1.5220 3.5653 -0.1662  -0.140
C 2.1535 4.9015 0.1489  -0.229
C 3.7239 5.0555 -0.2950  -0.112
C 2.4747 2.5972 -0.8285  -0.301
C 2.8206 2.5410 -2.4302  -0.035
O 3.0839 1.7027 -0.0010  -0.059
H 4.6247 0.2916 4.1269  0.072
H 5.1382 1.0846 5.7797  0.075
H 4.6080 2.2137 4.2489  0.070
H 2.5075 0.0060 5.1550  0.093
H 2.8150 1.2099 6.5719  0.101
H 2.6010 3.1111 4.3342  0.097
H 1.1574 2.6528 5.5741  0.110
H 0.9341 0.5103 3.6032  0.112
H 1.6011 1.8255 2.3893  0.112
H -0.7038 2.5077 4.3716  0.105
H 0.4381 3.7499 2.2237  0.136
H -0.9440 5.3218 2.7697  0.123
H -5.0505 1.7997 2.1511  0.101
H -3.6012 0.7832 1.5244  0.109
H -4.5494 1.2040 4.3512  0.118
H -2.8319 1.9771 4.3603  0.093
H -1.8148 -0.3627 3.3792  0.100
H -2.6896 -0.4115 5.0479  0.124
H -3.6740 -2.3978 4.0610  0.132
H -5.0628 -1.1550 3.7762  0.143
H -3.9406 -4.9706 1.2206  0.101
H -2.4586 -4.4203 0.1611  0.096
H -4.2010 -3.5501 -0.0794  0.089
H -6.7865 3.3723 1.5176  0.037
H -6.6645 5.1857 1.0026  0.059
H -5.9859 4.6299 2.6714  0.053
H -3.9898 3.0282 -1.7479  0.078
H -5.6989 3.7836 -1.5210  0.085
H -6.2891 1.6373 0.2959  0.055
H -6.3000 1.4365 -1.6329  0.068
H -4.8026 0.8228 -0.5737  0.071
H 0.1396 1.3827 0.6042  0.117
H -1.3448 0.6621 1.5139  0.116
H -0.8221 0.5820 -1.4285  0.126
H -2.3262 1.7056 -1.2742  0.105
H -2.8107 -0.6553 -1.4359  0.091
H -1.9165 4.4908 -0.7492  0.108
H -0.7662 5.1104 0.6078  0.124
H 0.0815 2.7772 -1.5842  0.125
H 0.3776 4.6341 -1.6658  0.133
H 1.5773 5.8269 -0.2891  0.123
H 2.1044 5.0252 1.3352  0.121
H 4.0666 6.1343 0.0472  0.088
H 4.4294 4.2934 0.2867  0.099
H 3.8642 4.9416 -1.4588  0.076
H 2.4149 1.4978 -2.8248  0.111
H 2.2277 3.3691 -3.0061  0.063
H 3.9945 2.6504 -2.5864  0.111
O 1.0504 3.2965 -5.5416  0.101
C 2.0720 3.8543 -5.9067  -0.461
C 2.5500 3.9519 -7.3238  -0.085
C 3.9880 4.3683 -7.1449  -0.168
C 3.9499 5.1385 -5.8509  -0.167
O 2.9255 4.5196 -5.0741  -0.003
H 1.9670 4.7158 -7.8458  0.138
H 2.4717 2.9888 -7.8335  0.134
H 4.3820 4.9515 -7.9815  0.122
H 4.6165 3.4771 -7.0278  0.125
H 3.6869 6.1908 -6.0010  0.131
H 4.9023 5.0840 -5.3155  0.130
O 4.3480 -5.1180 3.4256  0.086
C 3.2670 -4.7480 2.9983  -0.475
C 2.3028 -5.5944 2.2236  -0.084
C 1.3751 -4.5608 1.6366  -0.164
C 1.4263 -3.4540 2.6571  -0.174
O 2.7451 -3.5025 3.1996  0.023
H 1.7816 -6.2644 2.9129  0.135
H 2.8152 -6.1625 1.4438  0.118
H 0.3633 -4.9333 1.4559  0.101
H 1.7800 -4.2041 0.6817  0.130
H 0.7084 -3.6046 3.4701  0.124
H 1.2494 -2.4737 2.2050  0.127
O -3.1520 -0.7709 -4.1424  0.100
C -4.2330 -0.4008 -4.5696  -0.454
C -5.1972 -1.2472 -5.3443  -0.085
C -6.1249 -0.2136 -5.9313  -0.168
C -6.0737 0.8932 -4.9109  -0.175
O -4.7549 0.8447 -4.3684  0.019
H -5.7184 -1.9173 -4.6550  0.138
H -4.6848 -1.8153 -6.1241  0.133
H -7.1367 -0.5861 -6.1120  0.122
H -5.7200 0.1431 -6.8862  0.124
H -6.7916 0.7425 -4.0978  0.121
H -6.2506 1.8734 -5.3629  0.131
O 5.1243 -6.0350 -0.1824  0.092
C 5.8051 -5.0228 -0.1685  -0.448
C 5.9425 -4.0839 0.9916  -0.084
C 6.5460 -2.8644 0.3419  -0.161
C 7.3244 -3.4529 -0.8056  -0.175
O 6.5890 -4.6080 -1.2066  0.027
H 6.6155 -4.5259 1.7314  0.144
H 4.9698 -3.8616 1.4363  0.108
H 7.1627 -2.2677 1.0193  0.122
H 5.7464 -2.2202 -0.0438  0.126
H 8.3309 -3.7654 -0.5082  0.128
H 7.4031 -2.7561 -1.6451  0.126
O -0.3462 -6.6232 -0.3059  0.088
C 0.3132 -7.6178 -0.5591  -0.452
C 0.5558 -8.7615 0.3787  -0.086
C 1.7083 -9.4741 -0.2828  -0.164
C 1.4967 -9.1611 -1.7409  -0.169
O 0.9035 -7.8636 -1.7655  0.034
H -0.3402 -9.3870 0.4189  0.136
H 0.8242 -8.4039 1.3754  0.123
H 1.7382 -10.5466 -0.0727  0.121
H 2.6546 -9.0361 0.0572  0.124
H 0.8122 -9.8672 -2.2226  0.128
H 2.4392 -9.1462 -2.2960  0.131

Forces on the atoms, in the same order (eV/Å):
-0.34 -0.69 0.47
0.53 0.22 -0.07
0.81 -0.78 -0.23
0.03 -1.32 1.95
0.58 0.23 -1.24
0.97 1.50 2.60
-2.08 -1.40 -3.75
-2.28 3.96 4.57
3.55 -4.94 -4.30
0.34 0.57 0.52
-0.12 -1.16 0.54
-0.35 -1.09 0.89
-0.80 0.48 1.02
0.84 -0.23 1.91
2.19 -3.16 0.75
4.57 -0.67 1.77
0.37 0.99 0.30
-7.71 1.23 -3.02
0.47 1.10 -0.98
-1.87 -0.42 0.47
-1.34 -0.39 -0.43
0.81 -0.77 -1.15
2.35 -1.19 1.19
-1.53 -1.17 -0.20
2.40 0.40 -0.81
-0.01 1.42 -1.31
-0.15 0.59 -0.70
0.11 0.78 -1.42
0.66 -0.15 -1.82
1.16 0.81 1.46
0.19 0.24 0.62
2.84 -4.04 3.89
-0.91 -0.09 0.47
-3.62 5.54 -5.14
-0.34 1.99 1.35
-1.35 0.49 -2.19
-0.29 -2.09 1.39
0.28 2.19 0.39
0.18 -0.11 -2.48
-1.64 -1.38 1.02
1.32 -0.65 -2.07
0.36 2.35 -0.63
-1.27 -0.01 1.89
0.74 -0.13 -1.64
-1.92 -1.05 -0.93
-0.81 -0.85 0.89
2.75 0.26 0.07
-0.35 2.32 1.22
2.18 0.22 -1.26
-1.33 -1.09 -1.45
-2.23 0.10 0.68
-0.38 0.22 -2.45
-0.52 2.00 -1.38
2.41 -0.30 -1.14
0.92 2.18 -0.92
-2.14 0.89 1.01
1.46 -1.15 1.42
1.44 1.77 0.06
1.45 -1.81 0.98
0.32 -0.59 -2.22
-1.90 -0.01 1.97
1.79 -1.17 1.35
1.21 0.32 -1.99
1.29 0.27 2.20
-1.90 1.78 -0.18
-2.54 0.50 0.02
0.63 2.00 -1.70
-1.91 0.67 1.26
0.68 -1.68 1.15
0.62 0.45 1.44
1.70 -0.98 1.69
-0.75 -2.12 -1.22
-0.15 1.67 1.45
-0.65 -1.80 1.35
0.81 -2.04 0.53
0.20 -0.10 -2.46
-0.71 -2.17 -0.87
-1.68 1.50 -1.40
-0.28 0.26 2.37
1.11 2.15 0.85
1.30 -1.53 1.15
-2.68 -0.34 0.46
1.86 1.01 -0.02
-2.07 -0.84 0.53
0.37 -0.23 -0.33
0.66 -0.09 -0.66
0.63 0.50 0.09
-0.62 -0.46 -0.06
-0.09 -0.16 0.03
-0.36 0.24 0.08
0.00 -0.04 0.18
-0.06 0.17 -0.02
0.01 -0.08 0.03
-0.29 0.04 0.12
-1.45 1.04 -0.37
1.43 -0.73 1.07
-0.18 -0.05 -0.56
-0.69 -0.12 -0.64
-0.83 0.49 -0.12
1.04 -0.62 0.07
0.14 -0.03 0.02
0.14 -0.11 0.36
0.17 0.19 0.01
-0.10 -0.05 0.11
0.06 0.05 -0.09
0.13 -0.09 0.27
-1.58 1.07 -0.37
1.72 -0.63 0.97
-0.15 -0.08 -0.53
-0.57 -0.16 -0.73
-0.60 0.51 -0.03
0.71 -0.55 0.07
0.18 -0.05 -0.03
0.03 -0.13 0.42
0.11 0.14 0.04
-0.10 -0.03 0.15
0.06 0.02 -0.03
0.18 -0.08 0.26
1.06 1.44 -0.58
-0.93 -1.74 0.21
-0.19 0.52 0.03
-0.02 0.83 0.33
0.52 0.47 -0.25
-0.59 -0.58 0.18
-0.27 -0.07 0.04
0.40 -0.33 0.04
-0.05 -0.06 -0.16
0.16 -0.05 0.06
-0.06 -0.01 -0.03
0.00 -0.32 -0.02
1.12 -1.31 -0.84
-1.26 1.57 0.20
0.39 -0.20 0.32
0.60 -0.59 0.45
0.40 -0.47 -0.48
-0.48 0.59 0.60
-0.02 0.16 0.09
-0.40 0.02 -0.12
0.03 0.14 -0.11
-0.13 -0.09 -0.09
0.02 0.07 0.02
-0.27 0.18 -0.03